Record 1
The following is a quantum chemistry calculation of one molecule with the formula C16H14N2O6S, from the OMol25 dataset.

XYZ file:
```
39
Properties=species:S:1:pos:R:3:forces:R:3:mulliken_charge:R:1
S -0.0144 2.5776 -2.6861 -0.3 -0.1 0.3 1.18
O -0.9451 3.6265 -2.9673 -0.3 0.0 0.1 -0.72
O -1.5584 1.3898 4.3942 -0.3 0.0 0.0 -0.60
O 0.8385 -3.4577 -0.4731 0.2 0.3 -0.1 -0.46
O -1.6931 1.9087 2.1850 -0.5 0.1 -0.1 -0.46
O -1.9256 -2.7446 -0.5532 0.0 0.3 -0.3 -0.46
O 1.2728 2.6098 -3.3043 0.1 -0.3 0.2 -0.65
N 0.3137 1.5012 3.0552 -0.3 0.1 -0.2 0.06
N -0.8110 1.1528 -3.0998 0.1 0.9 -0.2 -0.34
C 1.3274 -1.4884 -1.7128 -0.2 -0.1 0.2 -0.87
C -1.0372 1.5795 3.3353 0.4 -0.2 0.7 0.44
C 1.4584 2.1262 -0.4101 0.0 0.1 -0.2 -0.44
C 0.9288 -0.3467 -2.3766 -0.1 -0.2 -0.1 -0.28
C 1.3114 1.1794 4.0380 0.1 0.0 0.2 -1.02
C -0.9517 2.3288 -0.1367 -0.3 0.0 0.6 -1.07
C -0.9606 -1.9875 -1.1617 0.1 0.0 0.1 0.33
C -1.4092 -3.6845 0.3643 0.4 -0.4 0.2 -0.44
C 0.1942 2.3653 -0.9172 0.3 0.2 -0.7 0.07
C -1.3606 -0.8396 -1.8331 0.1 0.0 -0.1 -0.80
C 1.6431 1.8304 0.9324 -0.2 0.0 0.3 -0.83
C -0.7673 2.0310 1.1939 0.9 0.0 -0.5 0.59
C 0.5098 1.7770 1.7242 -0.3 0.1 -0.6 0.83
C -0.4233 -0.0211 -2.4467 0.4 -0.8 0.3 0.14
C 0.3954 -2.3217 -1.1067 -0.1 0.0 0.0 0.58
C -0.1918 -4.3902 -0.2310 -0.5 -0.1 0.1 -0.46
H -1.1148 -3.1766 1.2931 -0.1 -0.1 -0.1 0.26
H 2.6235 1.6425 1.3373 0.1 0.0 0.0 0.48
H -1.9205 2.5363 -0.5572 -0.2 0.0 0.0 0.51
H -1.8080 1.2983 -3.1523 -0.1 0.2 0.0 0.36
H -2.4136 -0.6075 -1.8649 -0.2 0.1 0.0 0.38
H 0.2151 -5.1301 0.4594 -0.1 0.0 -0.1 0.34
H 0.7960 1.0156 4.9834 0.1 0.0 -0.1 0.36
H 2.3679 -1.7643 -1.6575 0.2 0.0 0.0 0.45
H -2.2158 -4.3886 0.5725 0.1 0.0 0.0 0.34
H 1.6457 0.2960 -2.8584 0.1 0.0 -0.1 0.74
H 2.0190 2.0028 4.1453 0.0 0.0 0.0 0.32
H 1.8492 0.2744 3.7514 0.0 0.0 0.0 0.33
H -0.4825 -4.8805 -1.1701 0.1 0.0 0.1 0.29
H 2.2942 2.1801 -1.0880 0.1 0.0 0.0 0.51
```
Positions in Å, forces in eV/Å.

As for the LUMO energy: 0.358 eV. The gap between HOMO and LUMO is 8.7 eV. Its SMILES is Cn1c(=O)oc2cc(S(=O)(=O)Nc3ccc4c(c3)OCCO4)ccc21. The calculation puts the molecular weight at 362.363 g mol⁻¹. The highest occupied orbital energy is -0.3050 Eh. As for the energy relative to the best compared isomer or geometry (same formula, charge and spin): 30.4 kcal/mol. The energy is -42919.4997 eV.

Record 2
The following is a quantum chemistry calculation of one molecule with the formula C12H22S, from the OMol25 dataset.

XYZ file:
```
35
Properties=species:S:1:pos:R:3:forces:R:3:lowdin_spin:R:1
S -1.4561 1.0768 0.0345 0.7 1.8 0.7 0.38
C -0.4623 2.2718 0.8935 2.5 -1.5 -0.2 0.13
C -2.5178 1.4754 -1.6144 -0.3 0.8 0.1 0.34
C -1.8547 -1.6521 0.2229 1.0 2.2 1.7 0.08
C 2.6862 -0.1436 1.6515 2.1 -1.2 1.7 0.00
C 1.9202 -1.2376 -1.7811 2.3 -1.7 0.1 0.01
C 1.3037 0.2654 1.3024 2.3 0.3 -2.1 0.02
C 0.6054 -0.6409 0.3618 -1.8 -2.7 -0.9 0.07
C 1.0343 -0.2636 -1.1675 -2.4 2.6 1.4 0.06
C -0.9056 -0.4608 0.5643 1.1 -3.7 0.0 0.73
C -2.9657 -1.7018 1.2322 -0.6 2.8 2.2 0.03
C 1.7303 1.1193 -0.9236 0.8 -0.8 0.3 0.01
C 1.4870 1.5327 0.5141 -4.3 1.2 0.6 0.02
H -1.6051 1.6974 -2.2352 -1.6 -0.2 0.2 0.01
H 2.8219 0.9936 -1.1439 -0.6 0.3 0.2 0.00
H 2.8530 -1.2878 1.9033 -0.4 2.3 -0.4 0.00
H 2.2833 -0.9011 -2.7723 -0.2 -0.3 0.4 0.00
H -3.1908 2.3269 -1.3260 0.5 -0.8 -0.8 0.03
H -2.6084 1.0220 0.8752 0.7 0.1 -1.1 0.01
H -3.2172 -0.6294 1.6163 0.5 -1.7 -0.6 0.01
H 1.3398 1.8386 -1.5915 -0.2 0.9 -0.8 0.00
H -2.1520 -1.5230 -0.7938 -0.7 0.0 -0.9 0.02
H 3.3583 0.1379 0.8025 -0.1 -0.5 0.9 0.00
H 2.0375 2.3567 0.9863 -0.1 -0.4 -0.4 0.00
H 0.7509 0.4065 2.1466 -1.5 0.4 2.3 0.01
H -3.8927 -2.0008 0.8573 -1.4 -1.0 -0.8 0.00
H -0.4442 3.0997 0.2084 -0.3 0.8 -0.5 0.01
H 2.8523 -1.3428 -1.0985 -1.3 -0.1 -1.2 0.00
H 1.4437 -2.2341 -1.8638 0.3 0.4 -0.1 0.00
H 0.0975 -0.0216 -1.8445 1.5 -0.9 1.4 0.01
H 2.9291 0.5170 2.5692 0.3 -1.3 -1.4 0.00
H -1.3389 -2.5600 0.3034 1.2 -1.2 -0.2 0.00
H -2.9741 0.4710 -1.6907 0.0 0.8 -0.6 0.01
H -2.7733 -2.2287 2.1863 0.3 0.0 -0.8 0.00
H 0.8244 -1.7788 0.6147 -0.3 2.1 -0.7 0.00
```
Positions in Å, forces in eV/Å.

As for the multiplicity: 3. As for the LUMO energy (spin up / spin down): 0.736 / -0.763 eV. The gap between HOMO and LUMO (spin up / spin down) is 5.5 / 6.5 eV. The calculation puts the molecular weight at 198.375 g mol⁻¹. The highest occupied orbital energy (spin up / spin down) is -0.1767 / -0.2685 Eh. Its expectation value of S² is 2.01. The energy is -23624.9142 eV.

Record 3
The following is a quantum chemistry calculation of C8H8NO6Sn as an isolated structure, from the OMol25 dataset.

XYZ file:
```
24
Properties=species:S:1:pos:R:3:forces:R:3:mulliken_charge:R:1
Sn -1.1779 -1.4954 -0.8160 1.8 2.2 0.7 1.18
O -3.8126 0.9052 -1.0714 3.1 -3.9 0.3 0.04
O 0.0116 0.3160 0.0734 -3.0 -2.6 -0.3 -0.67
O 0.1432 -1.4212 -4.0207 -2.0 -0.2 4.9 0.05
O -2.8098 -0.9103 4.8594 -0.4 -1.6 -2.7 -0.12
O -2.8866 -4.2309 -2.0728 2.1 4.7 3.3 -0.03
O 1.1007 -3.7777 0.7924 -3.4 2.7 -1.8 0.03
N 1.6897 1.8399 0.2287 -1.5 -2.3 -1.2 0.07
C -0.2820 -1.4408 -2.9498 2.9 0.6 -6.2 0.25
C -2.9271 -1.4730 3.8685 0.4 1.6 2.6 0.12
C -3.0734 0.0260 -1.0011 -3.7 4.9 -0.3 0.26
C 2.9383 2.3565 -0.3333 0.7 0.1 -0.5 -0.72
C -2.6381 -3.3943 -1.2623 -3.5 -4.2 0.1 0.16
C 0.2880 -3.1026 0.3422 4.3 -3.1 2.4 0.26
C 1.0997 0.8103 -0.3592 2.9 2.0 -0.3 0.12
C 1.1008 2.4441 1.4167 -0.5 0.0 0.5 -0.78
H 3.2388 3.2213 0.2552 0.0 -0.1 -0.2 0.25
H 1.0731 1.7188 2.2444 0.0 0.2 -0.3 0.33
H 1.6004 0.3907 -1.2533 -0.1 0.4 0.5 0.39
H 2.7864 2.6531 -1.3785 0.0 0.1 0.3 0.35
H 1.7279 3.2760 1.6937 0.0 0.2 0.2 0.31
H -3.0011 -3.1109 -0.1644 -0.4 -1.7 -2.3 0.47
H 3.7233 1.5905 -0.2915 -0.2 0.3 0.1 0.36
H 0.0866 2.8084 1.1996 0.3 -0.1 0.1 0.32
```
Positions in Å, forces in eV/Å.

As for the LUMO energy (spin up / spin down): -15.303 / -15.307 eV. The gap between HOMO and LUMO (spin up / spin down) is 5.2 / 5.2 eV. The calculation puts the molecular weight at 332.864 g mol⁻¹. The highest occupied orbital energy (spin up / spin down) is -0.7524 / -0.7524 Eh. Its charge is +3. As for the energy relative to the best compared isomer or geometry (same formula, charge and spin): 3.2 kcal/mol. The energy is -27994.2083 eV.

Record 4
The following is a quantum chemistry calculation of one molecule with the formula C2Cl4OS, from the OMol25 dataset.

XYZ file:
```
8
Properties=species:S:1:pos:R:3:forces:R:3:mulliken_charge:R:1
Cl -2.0553 -1.6510 1.4867 0.4 -0.4 -0.2 -0.18
Cl 1.1375 -1.0449 1.4749 -0.7 0.4 -0.7 -0.15
Cl 0.2920 1.3128 -2.0842 0.6 -0.4 0.8 -0.14
Cl 2.7786 0.6921 -0.5120 -1.1 0.2 -0.4 -0.13
S -1.4972 -0.4740 -0.1138 -0.3 2.5 1.1 0.53
O -2.0180 0.8541 0.3009 0.2 -1.2 -1.1 -0.45
C 0.3116 -0.2253 0.1643 1.8 0.1 -0.6 0.12
C 1.0509 0.5362 -0.7167 -1.0 -1.2 1.1 0.40
```
Positions in Å, forces in eV/Å.

As for the LUMO energy: -0.557 eV. The gap between HOMO and LUMO is 9.4 eV. The calculation puts the molecular weight at 213.900 g mol⁻¹. The highest occupied orbital energy is -0.3667 Eh. As for the energy relative to the best compared isomer or geometry (same formula, charge and spin): 17.2 kcal/mol. The energy is -65044.4972 eV.

Record 5
The following is a quantum chemistry calculation of one molecule with the formula C17H16ClN5O2, from the OMol25 dataset.

XYZ file:
```
41
Properties=species:S:1:pos:R:3:forces:R:3:mulliken_charge:R:1
Cl -4.0207 1.8204 0.5414 -0.2 0.0 0.0 -0.20
O 2.0527 -1.2640 1.1547 0.1 0.0 0.3 -0.67
O -1.7404 -0.4522 -1.7613 0.3 -0.3 0.4 -0.37
N 0.4922 -0.8298 -0.4503 -0.3 -0.1 -0.5 0.04
N 4.6080 0.5811 0.8576 -0.4 0.2 0.3 -0.39
N 4.6132 -0.1659 -1.2138 -0.6 0.0 -0.4 -0.28
N 5.8049 -0.2888 -0.7619 1.3 -0.3 -0.1 -0.59
N 5.7935 0.1571 0.4719 -0.6 0.1 -0.1 0.23
C -0.5780 -2.4967 1.0038 0.1 0.0 0.0 -0.57
C -1.7308 -3.1732 1.3707 -0.2 0.0 0.0 -0.80
C -2.2912 1.8758 0.5609 0.2 0.0 0.0 0.37
C 3.8694 0.3665 -0.2205 0.6 0.1 0.4 -0.40
C -2.9149 -0.1631 -2.4822 -0.2 0.1 -0.2 -0.96
C -2.9568 -2.0461 -0.3608 0.0 0.2 -0.2 -0.51
C 1.9801 1.8250 0.5187 -0.1 -0.1 -0.1 -1.32
C -1.8135 -1.3646 -0.7383 0.1 0.0 0.0 0.94
C -0.6100 -1.5905 -0.0420 -0.1 -0.1 0.0 0.03
C -0.2214 1.3088 1.6054 0.0 0.2 -0.1 -0.20
C 2.4138 0.6084 -0.3307 0.0 -0.2 0.4 1.41
C -1.6033 1.2795 1.6045 -0.1 0.0 0.0 -0.67
C 1.6553 -0.6187 0.2135 0.1 0.2 -0.6 -0.05
C -2.9123 -2.9469 0.6940 0.0 -0.1 0.1 -0.67
C -0.2309 2.5198 -0.4578 0.0 0.0 0.1 -0.23
C 0.4819 1.9147 0.5702 0.0 0.3 0.1 0.16
C -1.6142 2.5096 -0.4670 -0.1 0.0 0.0 -0.76
H -1.6985 -3.8756 2.1889 0.0 -0.1 0.1 0.40
H -2.1627 2.9792 -1.2684 -0.1 0.0 -0.1 0.49
H -3.8903 -1.8811 -0.8744 -0.1 0.1 -0.1 0.40
H -3.8133 -3.4687 0.9788 -0.1 0.0 0.0 0.40
H 2.3890 1.6925 1.5208 0.0 0.1 0.0 0.44
H -3.3023 -1.0523 -2.9887 0.0 0.0 0.0 0.38
H -2.6260 0.5772 -3.2267 -0.1 0.0 0.0 0.24
H 0.3182 0.8336 2.4107 0.1 -0.1 0.1 0.32
H 0.2641 -0.2180 -1.2231 0.2 0.0 0.2 0.37
H -3.6888 0.2566 -1.8337 0.0 0.0 0.0 0.36
H 0.3481 -2.6580 1.5289 0.0 0.0 0.0 0.53
H 2.1669 0.7591 -1.3849 0.0 0.0 0.1 0.47
H 0.2999 3.0020 -1.2661 0.1 0.1 -0.1 0.41
H -2.1421 0.7884 2.3994 -0.1 0.0 0.1 0.44
H 6.6027 0.1694 1.0753 -0.1 0.0 -0.2 0.24
H 2.4082 2.7295 0.0823 0.0 0.0 0.1 0.57
```
Positions in Å, forces in eV/Å.

As for the LUMO energy: 0.676 eV. The gap between HOMO and LUMO is 8.9 eV. Its SMILES is COc1ccccc1NC(=O)[C@@H](Cc1ccc(Cl)cc1)c1nn[nH]n1. The calculation puts the molecular weight at 357.801 g mol⁻¹. The highest occupied orbital energy is -0.3021 Eh. As for the energy relative to the best compared isomer or geometry (same formula, charge and spin): 0.0 kcal/mol. The energy is -41956.3926 eV.

Record 6
The following is a quantum chemistry calculation of one molecule with the formula C7H11N, from the OMol25 dataset.

XYZ file:
```
19
Properties=species:S:1:pos:R:3:forces:R:3:mulliken_charge:R:1
N 0.6312 -1.0903 1.3011 0.2 -0.1 0.0 0.00
C -0.0679 0.7971 -1.7680 0.2 1.2 1.4 -1.45
C 0.9661 -0.6980 0.0168 -0.6 -0.2 1.1 -0.07
C -2.2271 1.0669 0.6556 -0.7 2.1 0.4 -1.25
C -0.0249 0.1604 -0.4070 0.7 -0.7 -0.6 0.73
C -0.9993 0.2569 0.6286 0.5 -0.9 0.4 0.88
C 2.2615 -1.1339 -0.5539 0.7 0.7 0.6 -1.38
C -0.5414 -0.5155 1.6837 -0.6 0.7 -1.0 -0.96
H 3.0801 -0.8130 0.1189 -0.2 0.4 -0.4 0.30
H 2.4046 -0.6645 -1.5276 0.2 -0.4 0.0 0.33
H -3.1933 0.7417 0.2636 0.3 -0.8 -0.2 0.24
H -2.0921 2.0381 0.1457 0.2 -0.3 0.0 0.33
H 0.6152 1.6559 -1.8390 0.5 -0.5 -0.1 0.32
H 2.4336 -2.2006 -0.5440 -0.4 -0.5 -0.6 0.34
H -2.4290 1.3793 1.6885 -0.1 -0.2 -0.1 0.32
H -0.9850 1.3617 -1.7623 -0.9 -0.3 -0.9 0.35
H 0.0878 0.0962 -2.5719 -0.3 0.0 -0.4 0.34
H 1.0715 -1.8318 1.8178 0.2 0.2 -0.1 0.22
H -0.9914 -0.6067 2.6535 0.1 -0.3 0.2 0.40
```
Positions in Å, forces in eV/Å.

As for the LUMO energy: 1.030 eV. The gap between HOMO and LUMO is 8.6 eV. Its SMILES is Cc1c[nH]c(C)c1C. The calculation puts the molecular weight at 109.172 g mol⁻¹. The highest occupied orbital energy is -0.2791 Eh. As for the energy relative to the best compared isomer or geometry (same formula, charge and spin): 11.5 kcal/mol. The energy is -8927.2300 eV.

Record 7
The following is a quantum chemistry calculation of C29H30P2PdS2Se2 as an isolated structure, from the OMol25 dataset.

XYZ file:
```
66
Properties=species:S:1:pos:R:3:forces:R:3:mulliken_charge:R:1
Pd -0.2079 -0.5621 -0.3133 0.1 0.1 0.0 -0.79
Se 0.9324 -2.6303 -0.9276 0.0 -0.1 0.0 0.22
Se 1.0463 0.6357 -2.0241 0.0 0.1 -0.1 0.37
S -1.4482 -1.7212 1.3090 0.0 0.0 0.0 -0.54
S -0.1310 1.8681 1.9174 0.0 0.0 -0.1 -0.20
P -2.5654 -0.0502 1.1607 -0.1 0.0 -0.1 1.21
P -1.2654 2.7842 0.5141 0.0 0.0 0.0 -0.33
C 2.5893 1.2748 -1.0294 0.0 0.0 0.0 -0.89
C -2.7131 0.2586 3.8723 0.0 0.0 0.0 -0.55
C 1.9049 -0.8365 -2.9887 0.0 0.0 0.0 -0.89
C -0.5409 3.5434 -0.9135 0.0 0.0 0.1 0.35
C -4.7633 0.7374 2.6693 0.0 0.0 0.0 -0.11
C -2.6056 3.7631 1.1534 0.0 0.0 0.0 0.71
C -3.0004 3.6493 2.4878 0.0 0.0 0.0 -0.39
C -4.3009 5.4202 0.7680 0.0 0.0 0.0 -0.75
C -3.4236 0.3440 2.6704 0.0 0.0 0.0 0.88
C -1.2262 1.0273 0.6099 -0.1 -0.1 0.1 0.64
C -4.6675 0.9933 5.0569 0.0 0.0 0.0 -0.48
C 2.3466 -1.9771 -2.1049 0.0 0.0 0.0 -0.91
C -0.6342 3.9589 -3.2736 0.0 0.0 0.0 -0.74
C -4.7010 5.3005 2.0933 0.0 0.0 0.0 -0.62
C -3.2484 4.6590 0.2915 0.0 0.0 0.0 -0.41
C -3.3364 0.5920 5.0617 0.0 0.0 0.0 -0.77
C 0.9513 5.1452 -1.8881 0.0 0.0 0.0 -0.73
C -3.7249 -0.0739 -0.2158 0.0 0.0 0.0 0.60
C -5.5095 -0.1248 -2.3414 0.0 0.0 0.0 -0.65
C 0.3906 4.8864 -3.1340 0.0 0.0 0.0 -0.63
C -1.1032 3.2766 -2.1626 0.0 0.0 0.0 0.09
C -0.2600 -3.3913 -2.2578 0.0 0.0 0.0 -0.90
C -5.3815 1.0571 3.8676 0.0 0.0 0.0 -0.91
C 0.4808 4.4822 -0.7665 0.0 0.0 0.0 -0.22
C -5.2171 1.0796 -1.7122 0.0 0.0 0.0 -0.91
C -4.9187 -1.3015 -1.9049 0.0 0.0 0.0 -0.78
C -4.0502 4.4229 2.9517 0.0 0.0 0.0 -0.71
C -4.0233 -1.2789 -0.8449 0.0 0.0 0.0 -0.70
C -4.3306 1.1080 -0.6487 0.0 0.0 0.0 0.05
H 2.2315 2.0745 -0.3859 0.0 0.0 0.0 0.22
H -5.5163 5.9074 2.4641 0.0 0.0 0.0 0.44
H -2.9263 4.7707 -0.7360 0.0 0.0 0.0 0.42
H 3.1597 -1.6914 -1.4387 0.0 0.0 0.0 0.41
H -1.8933 2.5395 -2.2653 0.0 0.0 0.0 0.47
H -6.2084 -0.1460 -3.1668 0.0 0.0 0.0 0.44
H -5.1595 -2.2397 -2.3860 0.0 0.0 0.0 0.45
H 2.7467 -0.4005 -3.5281 0.0 0.0 0.0 0.50
H -4.3535 4.3474 3.9869 0.0 0.0 0.0 0.50
H -0.5645 -2.6471 -2.9873 0.0 0.0 0.0 0.32
H -4.7989 6.1185 0.1096 0.0 0.0 0.0 0.47
H -1.1285 -3.7544 -1.7138 0.0 0.0 0.0 0.31
H 0.2532 -4.2242 -2.7316 0.0 0.0 0.0 0.38
H -1.0636 3.7645 -4.2469 0.0 0.0 0.0 0.48
H -6.4236 1.3464 3.8744 0.0 0.0 0.0 0.46
H -5.6921 1.9940 -2.0425 0.0 0.0 0.0 0.50
H -5.1560 1.2394 5.9906 0.0 0.0 0.0 0.45
H 0.7555 5.4165 -4.0038 0.0 0.0 0.0 0.44
H 1.1713 -1.1552 -3.7282 0.0 0.0 0.0 0.44
H -4.1408 2.0476 -0.1419 0.0 0.0 0.0 0.59
H -1.6856 -0.0840 3.8775 0.0 0.0 0.0 0.41
H 2.6866 -2.8297 -2.6937 0.0 0.0 0.0 0.50
H 3.3121 1.6654 -1.7413 0.0 0.0 0.0 0.41
H -3.5611 -2.1957 -0.5018 0.0 0.0 0.0 0.49
H 0.9028 4.6933 0.2091 0.0 0.0 0.0 0.50
H -2.7933 0.5225 5.9943 0.0 0.0 0.0 0.45
H -5.3258 0.7777 1.7464 0.0 0.0 0.0 0.46
H -2.4823 2.9755 3.1578 0.0 0.0 0.0 0.58
H 1.7466 5.8714 -1.7909 0.0 0.0 0.0 0.47
H 3.0198 0.4826 -0.4242 0.0 0.0 0.0 0.42
```
Positions in Å, forces in eV/Å.

As for the LUMO energy: -6.078 eV. The gap between HOMO and LUMO is 8.3 eV. The calculation puts the molecular weight at 768.981 g mol⁻¹. The highest occupied orbital energy is -0.5271 Eh. Its charge is +2. The energy is -204968.5416 eV.

Record 8
The following is a quantum chemistry calculation of one molecule with the formula C3H4O, from the OMol25 dataset.

XYZ file:
```
8
Properties=species:S:1:pos:R:3:forces:R:3:mulliken_charge:R:1
O -0.6479 1.3923 -0.1862 4.8 3.2 -4.4 -0.44
C -0.9028 0.1163 -0.2876 -2.7 -5.9 3.0 -0.20
C 1.5366 -0.6967 0.6966 -6.0 -1.6 -4.6 -0.17
C 0.4163 -0.7177 -0.0920 6.6 1.2 5.9 -0.32
H -1.5029 -0.2303 -1.2187 1.0 0.5 1.5 0.25
H 2.4608 -1.1113 1.2523 -2.0 1.0 -1.4 0.31
H -1.5368 -0.0947 0.7769 1.2 -0.2 -3.1 0.20
H 0.1768 1.3421 -0.9414 -2.9 1.8 3.0 0.37
```
Positions in Å, forces in eV/Å.

As for the LUMO energy: 0.402 eV. The gap between HOMO and LUMO is 10.1 eV. Its SMILES is C#CCO. The calculation puts the molecular weight at 56.064 g mol⁻¹. The highest occupied orbital energy is -0.3580 Eh. As for the energy relative to the best compared isomer or geometry (same formula, charge and spin): 97.5 kcal/mol. The energy is -5217.9099 eV.